1.
ORCA calculation (ωB97M-V with the def2-TZVPD basis set) on a structure of composition C35H68BCaCl5CsF4NNaO11P.

Geometry as XYZ:
```
129
Properties=species:S:1:pos:R:3
C -2.048 0.971 -2.029
O -3.236 1.710 -1.667
C -2.929 3.040 -1.203
C -2.420 4.040 -2.358
C -1.756 5.394 -1.774
C -0.481 5.079 -0.814
C -0.625 5.820 0.627
C -0.983 4.856 1.846
C 0.030 3.632 2.031
C 1.227 3.967 3.068
C 2.295 2.789 3.218
O 3.640 3.315 3.416
B 4.184 3.486 2.048
C 5.721 2.983 1.734
C 6.408 3.792 0.518
N 5.806 3.323 -0.783
O 3.356 2.676 1.121
C 2.588 1.807 1.975
O 3.381 0.713 2.558
H -1.628 0.313 -1.195
H -1.189 1.609 -2.420
H -2.359 0.267 -2.887
H -3.921 3.490 -0.819
H -2.234 3.029 -0.278
H -3.351 4.325 -2.979
H -1.652 3.584 -3.066
H -2.587 6.001 -1.287
H -1.371 5.980 -2.698
H -0.313 3.954 -0.765
H 0.471 5.532 -1.343
H -1.507 6.558 0.520
H 0.325 6.443 0.831
H -0.951 5.501 2.803
H -2.043 4.444 1.772
H 0.455 3.215 1.061
H -0.570 2.778 2.528
H 1.700 4.972 2.790
H 0.725 4.117 4.095
H 2.054 2.169 4.170
H 4.169 4.665 1.821
H 5.737 1.867 1.462
H 6.334 3.106 2.696
H 6.230 4.914 0.626
H 7.538 3.608 0.485
H 6.373 3.728 -1.543
H 5.888 2.297 -0.752
H 1.689 1.319 1.468
H 3.758 0.263 1.761
Cl -0.055 -1.180 3.767
C 1.494 -1.575 4.562
C 1.811 -3.055 4.507
Cl 0.686 -4.034 5.533
H 1.446 -1.212 5.592
H 2.270 -1.012 4.038
H 2.868 -3.244 4.907
H 1.758 -3.440 3.493
Cs 1.634 6.815 -1.740
Ca 2.159 -5.377 7.137
F -0.864 5.345 -5.508
C -1.572 4.438 -6.207
C -0.908 3.550 -7.037
C -1.640 2.609 -7.755
C -3.028 2.577 -7.643
C -3.684 3.478 -6.810
C -2.952 4.411 -6.083
H 0.172 3.596 -7.118
H -1.130 1.904 -8.402
H -3.598 1.846 -8.207
H -4.765 3.454 -6.727
H -3.445 5.115 -5.423
O -0.875 -7.602 2.722
P -0.872 -7.622 1.190
O 0.769 -7.726 0.994
C 1.391 -8.983 1.212
C 1.055 -9.977 0.115
O -1.037 -5.982 0.979
C -1.578 -5.177 2.017
C -0.482 -4.644 2.922
O -1.005 -7.721 -0.516
C -2.168 -8.412 -0.987
C -3.455 -7.789 -0.481
H 1.105 -9.375 2.196
H 2.470 -8.809 1.225
H 0.003 -10.273 0.169
H 1.662 -10.881 0.209
H 1.220 -9.540 -0.872
H -2.332 -5.730 2.582
H -2.097 -4.337 1.545
H 0.227 -5.418 3.223
H -0.909 -4.193 3.816
H 0.101 -3.885 2.396
H -2.108 -9.462 -0.684
H -2.147 -8.380 -2.078
H -3.532 -7.868 0.611
H -4.321 -8.294 -0.915
H -3.498 -6.727 -0.731
C -5.581 -6.309 -5.427
C -7.035 -6.665 -5.168
O -7.340 -8.033 -5.387
C -6.984 -9.009 -4.368
O -7.432 -8.646 -3.183
C -5.457 -9.379 -4.365
F -4.957 -9.404 -5.628
F -5.256 -10.626 -3.874
F -4.662 -8.553 -3.655
H -5.200 -6.821 -6.314
H -5.472 -5.230 -5.563
H -4.951 -6.585 -4.583
H -7.638 -6.119 -5.901
H -7.367 -6.316 -4.186
H -7.426 -9.920 -4.806
C 1.145 8.659 4.588
C 1.655 7.433 3.801
O 1.784 7.796 2.523
H 0.171 9.001 4.223
H 1.026 8.400 5.649
H 1.848 9.497 4.533
H 0.941 6.618 4.043
H 2.562 7.100 4.342
Cl 4.195 -3.302 3.884
Cl 5.393 7.715 4.093
C 6.417 6.796 2.962
C 7.891 7.079 3.163
Cl 8.332 8.739 2.686
H 6.097 7.036 1.946
H 6.214 5.738 3.140
H 8.486 6.404 2.544
H 8.188 6.936 4.204
Na 2.248 2.325 5.964
```

Computed properties:
E_LUMO, eV: -4.861
Kohn-Sham gap, hartree: 0.033
Net charge: 0

Atomic partial charges in e from the Mulliken method, atoms 1 to 6:
1. C -0.547
2. O -0.389
3. C -0.184
4. C -0.358
5. C -0.296
6. C -0.797

2.
ORCA calculation (ωB97M-V with the def2-TZVPD basis set) on a cluster of 2 separate species, C2H5Br in total.

Geometry as XYZ:
```
8
Properties=species:S:1:pos:R:3
C 1.313 -0.730 0.177
C -2.219 1.658 0.153
Br -1.972 -0.109 -0.171
H 0.860 -0.523 1.171
H 0.634 -0.019 -0.453
H 1.083 -1.824 -0.128
H -2.081 2.014 -0.927
H 2.382 -0.467 0.177
```

Computed properties:
Multiplicity: 3
E_LUMO (alpha / beta), eV: 0.909 / -1.847
Expectation value of S²: 2.0100
Kohn-Sham gap (alpha / beta), hartree: 0.348 / 0.347
Relative energy (zero: lowest compared OMol25 entry of this formula, charge and spin), kcal per mole: 32.5
Net charge: 0

Atomic partial charges in e from the Mulliken method, atoms 1 to 6:
1. C -0.828
2. C -0.262
3. Br -0.001
4. H 0.252
5. H 0.117
6. H 0.208

3.
ORCA calculation (ωB97M-V with the def2-TZVPD basis set) on a cluster of 6 separate species, C4H22N3O5 in total.

Geometry as XYZ:
```
34
Properties=species:S:1:pos:R:3
C 0.724 -1.483 2.493
C 0.743 -2.253 1.222
C 0.092 -1.576 -0.101
C 0.805 -1.345 -1.227
N 0.208 -0.812 -2.384
N -1.174 -1.156 0.201
N 1.197 0.017 2.081
H 1.283 -2.025 3.370
H -0.409 -1.208 3.022
H 1.834 -2.519 1.032
H 0.251 -3.247 1.309
H 1.732 -1.725 -1.390
H 0.424 -1.305 -3.272
H -0.825 -0.644 -2.387
H -1.702 -1.863 0.739
H -1.663 -0.802 -0.533
H 1.267 0.654 2.916
H 2.066 -0.003 1.473
H 0.424 0.466 1.608
H -3.595 -0.811 -2.029
H -2.889 -0.219 -3.060
O -2.771 -0.317 -2.157
H 2.534 1.850 0.569
H 3.761 0.664 0.196
O 3.184 1.201 0.770
H -2.980 1.447 -1.080
H -1.876 1.383 0.015
O -2.768 1.093 -0.175
H -0.140 2.794 -2.154
H -0.249 1.290 -1.772
O 0.157 2.147 -1.456
H 0.337 2.625 0.238
H -0.566 2.725 1.663
O 0.345 2.634 1.258
```

Computed properties:
E_LUMO, eV: -2.643
Kohn-Sham gap, hartree: 0.296
Relative energy (zero: lowest compared OMol25 entry of this formula, charge and spin), kcal per mole: 68.5
Net charge: +1

Atomic partial charges in e from the Mulliken method, atoms 1 to 6:
1. C -0.367
2. C -1.122
3. C 0.572
4. C -0.587
5. N -0.475
6. N -0.141

4.
ORCA calculation (ωB97M-V with the def2-TZVPD basis set) on a cluster of 6 separate species, C42H46B2Cl2N6O16PS2 in total.

Geometry as XYZ:
```
117
Properties=species:S:1:pos:R:3
C -0.506 -3.261 -1.459
O -1.660 -3.175 -2.290
B -1.932 -1.852 -2.657
O -0.992 -1.270 -3.526
B -3.277 -0.942 -2.027
N -3.352 0.398 -2.964
C -3.708 0.453 -4.102
S -4.182 0.551 -5.629
O -3.014 -0.578 -0.598
C -4.050 -1.099 0.165
S -3.492 -2.885 0.425
C -4.227 -0.471 1.562
C -3.448 0.821 1.837
C -2.793 0.913 3.189
O -1.883 1.631 3.456
O -3.385 0.156 4.193
C -5.246 -1.041 -0.839
C -6.414 -1.974 -0.288
Cl -7.828 -1.059 0.429
C -7.044 -2.962 -1.275
C -6.124 -4.039 -1.836
Cl -7.919 -2.150 -2.607
P -5.943 0.715 -0.974
C -6.527 0.905 -2.704
C -4.695 2.079 -0.838
O -4.639 -1.560 -1.995
H -0.129 -2.276 -1.180
H -0.759 -3.773 -0.532
H 0.307 -3.795 -1.958
H -0.274 -0.815 -3.083
H -4.293 -3.229 1.443
H -3.935 -1.206 2.302
H -5.291 -0.291 1.731
H -4.146 1.659 1.836
H -2.702 1.037 1.078
H -2.889 -0.662 4.294
H -6.076 -2.547 0.566
H -7.823 -3.470 -0.711
H -6.754 -4.887 -2.106
H -5.637 -3.705 -2.746
H -5.381 -4.352 -1.110
H -6.367 0.023 -3.319
H -6.004 1.736 -3.176
H -7.589 1.142 -2.672
H -4.802 2.560 0.129
H -3.662 1.819 -1.047
H -4.998 2.813 -1.586
C 5.122 0.732 0.718
C 5.365 -0.634 0.767
C 4.306 -1.527 0.831
C 3.020 -1.020 0.844
C 2.750 0.337 0.795
C 3.820 1.216 0.729
N 1.887 -1.965 0.892
O 2.144 -3.152 0.912
O 0.769 -1.496 0.898
H 5.952 1.425 0.662
H 6.377 -1.009 0.748
H 4.475 -2.593 0.867
H 1.729 0.690 0.803
H 3.639 2.282 0.686
C 2.054 2.704 5.994
C 3.351 2.223 6.135
C 4.413 2.880 5.535
C 4.144 4.018 4.795
C 2.860 4.504 4.629
C 1.809 3.845 5.240
N 5.258 4.746 4.166
O 6.379 4.297 4.301
O 4.997 5.765 3.554
H 1.231 2.190 6.472
H 3.538 1.332 6.719
H 5.426 2.521 5.636
H 2.681 5.386 4.035
H 0.803 4.221 5.126
C 3.605 10.560 4.935
C 3.819 9.189 4.993
C 2.741 8.319 5.017
C 1.464 8.847 4.975
C 1.226 10.208 4.921
C 2.312 11.067 4.902
N 0.308 7.927 4.973
O 0.536 6.734 5.033
O -0.799 8.417 4.908
H 4.450 11.236 4.912
H 4.824 8.792 5.016
H 2.892 7.252 5.064
H 0.214 10.581 4.891
H 2.148 12.135 4.858
C -0.669 -6.053 -5.961
C -1.172 -7.338 -6.139
C -2.242 -7.778 -5.379
C -2.788 -6.908 -4.452
C -2.306 -5.630 -4.254
C -1.232 -5.202 -5.020
N -3.935 -7.350 -3.640
O -4.350 -8.484 -3.799
O -4.390 -6.542 -2.862
H 0.165 -5.714 -6.562
H -0.730 -7.998 -6.874
H -2.647 -8.772 -5.499
H -2.745 -4.968 -3.522
H -0.848 -4.201 -4.871
C 7.466 -2.102 -5.200
C 8.141 -1.662 -4.069
C 7.771 -2.122 -2.815
C 6.726 -3.022 -2.727
C 6.035 -3.472 -3.837
C 6.414 -3.001 -5.084
N 6.330 -3.525 -1.399
O 6.925 -3.093 -0.429
O 5.427 -4.331 -1.347
H 7.759 -1.740 -6.176
H 8.958 -0.959 -4.161
H 8.281 -1.792 -1.923
H 5.220 -4.169 -3.724
H 5.886 -3.338 -5.965
```

Computed properties:
E_LUMO, eV: 0.539
Kohn-Sham gap, hartree: 0.184
Net charge: -1

Atomic partial charges in e from the Mulliken method, atoms 1 to 6:
1. C -1.084
2. O -0.128
3. B 0.053
4. O -0.509
5. B 0.134
6. N -0.408

5.
ORCA calculation (ωB97M-V with the def2-TZVPD basis set) on an isolated molecule of C4H12N2O3.

Geometry as XYZ:
```
21
Properties=species:S:1:pos:R:3
C -0.696 -0.405 -1.758
C -0.460 0.763 -0.819
N 0.668 1.537 -1.202
O -1.706 1.686 -0.899
C -0.575 0.484 0.653
C 0.540 -0.611 1.138
N -0.015 -1.925 1.236
O 0.939 -0.245 2.430
O 1.702 -0.719 0.369
H 0.149 -1.100 -1.772
H -0.867 -0.047 -2.780
H -1.589 -0.964 -1.466
H 1.509 0.959 -1.213
H 0.831 2.292 -0.541
H -1.464 2.301 -1.611
H -1.567 0.123 0.940
H -0.396 1.391 1.240
H -0.915 -1.854 1.706
H 0.563 -2.425 1.914
H 1.647 0.413 2.340
H 1.702 -1.652 0.098
```

Computed properties:
E_LUMO, eV: 0.648
Structure (SMILES): C[C@@](N)(O)CC(N)(O)O
Kohn-Sham gap, hartree: 0.376
Relative energy (zero: lowest compared OMol25 entry of this formula, charge and spin), kcal per mole: 22.6
Net charge: 0

Atomic partial charges in e from the Mulliken method, atoms 1 to 6:
1. C -1.526
2. C 1.253
3. N -0.698
4. O -0.574
5. C -1.227
6. C 0.818

6.
ORCA calculation (ωB97M-V with the def2-TZVPD basis set) on an isolated molecule of C25H26N4O3S.

Geometry as XYZ:
```
59
Properties=species:S:1:pos:R:3
C -6.690 -0.827 -1.209
O -5.629 -0.107 -1.791
C -4.698 0.455 -0.985
C -4.702 0.391 0.408
C -3.691 0.999 1.121
C -2.668 1.702 0.483
C -1.625 2.294 1.339
O -1.373 1.854 2.440
C -0.886 3.513 0.809
S 0.913 3.208 0.841
C 1.008 2.127 -0.518
N 0.327 2.217 -1.627
N 0.680 1.179 -2.400
C 1.579 0.476 -1.769
C 2.105 -0.840 -2.238
N 1.097 -1.881 -2.035
C 0.641 -1.960 -0.692
C -0.580 -1.402 -0.322
C -0.995 -1.420 0.993
C -0.196 -1.989 1.977
C -0.632 -1.945 3.410
C 0.995 -2.587 1.595
C 1.427 -2.594 0.274
C 2.707 -3.283 -0.101
N 1.822 1.031 -0.540
C 2.733 0.615 0.500
C 4.146 0.928 0.133
C 4.831 2.107 0.112
C 6.126 1.801 -0.373
C 6.129 0.463 -0.613
O 4.934 -0.076 -0.315
C -2.669 1.764 -0.914
C -3.663 1.140 -1.631
H -7.296 -1.180 -2.041
H -7.301 -0.189 -0.563
H -6.326 -1.685 -0.637
H -5.481 -0.133 0.939
H -3.683 0.946 2.200
H -1.037 4.342 1.502
H -1.165 3.803 -0.199
H 3.013 -1.103 -1.694
H 2.326 -0.785 -3.305
H 0.309 -1.687 -2.647
H -1.197 -0.932 -1.077
H -1.938 -0.969 1.264
H -1.541 -2.530 3.549
H -0.848 -0.917 3.697
H 0.139 -2.341 4.067
H 1.613 -3.064 2.344
H 2.676 -3.573 -1.148
H 3.572 -2.636 0.052
H 2.847 -4.170 0.513
H 2.615 -0.459 0.666
H 2.448 1.154 1.408
H 4.456 3.065 0.408
H 6.936 2.484 -0.519
H 6.886 -0.201 -0.980
H -1.862 2.242 -1.449
H -3.663 1.163 -2.709
```

Computed properties:
E_LUMO, eV: 0.303
Structure (SMILES): COc1ccc(C(=O)CSc2nnc(CNc3ccc(C)cc3C)n2Cc2ccco2)cc1
Kohn-Sham gap, hartree: 0.312
Relative energy (zero: lowest compared OMol25 entry of this formula, charge and spin), kcal per mole: 56.8
Net charge: 0

Atomic partial charges in e from the Mulliken method, atoms 1 to 6:
1. C -0.862
2. O -0.447
3. C 0.988
4. C -0.222
5. C -1.335
6. C 0.634

Number 1: largest force on an atom 9.1 eV Å⁻¹. Number 2: largest force on an atom 2.9 eV Å⁻¹. Number 3: largest force on an atom 4.6 eV Å⁻¹. Number 4: largest force on an atom 1.4 eV Å⁻¹. Number 5: largest force on an atom 3.4 eV Å⁻¹. Number 6: largest force on an atom 1.2 eV Å⁻¹.